one) This record from the OMol25 dataset describes C6H13ClS4 as an isolated structure. The level of theory is ωB97M-V with the def2-TZVPD basis set.

Geometry as XYZ:
```
24
C6H13ClS4 ωB97M-V with the def2-TZVPD basis set
C -3.119 1.823 0.198
C -2.126 0.755 0.488
C -1.438 0.280 -0.780
C -0.424 -0.921 -0.491
C 0.999 -0.391 -0.199
C 1.840 -1.434 0.562
S 1.753 -0.215 -1.971
S 1.104 1.240 0.635
S 4.141 -0.217 1.253
S 2.507 -2.806 -0.289
Cl 1.103 -2.004 1.986
H -2.937 2.096 -0.750
H -2.980 2.667 0.858
H -4.142 1.466 0.243
H -1.439 1.030 1.236
H -2.678 -0.136 0.810
H -2.257 -0.056 -1.602
H -0.854 1.058 -1.369
H -0.872 -1.532 0.398
H -0.326 -1.411 -1.480
H 2.826 0.323 -1.611
H 2.426 1.117 0.775
H 4.259 -0.514 2.585
H 2.632 -2.214 -1.487
```

Computed properties:
total charge: 0
2S+1: 1
molar mass: 248.89 g mol⁻¹
HOMO level (alpha / beta): -8.642 / -8.559 eV
Kohn-Sham gap (alpha / beta): 0.2624 / 0.2564 hartree

two) This record from the OMol25 dataset describes C6H13ClS4 as an isolated structure. The level of theory is ωB97M-V with the def2-TZVPD basis set.

Geometry as XYZ:
```
24
C6H13ClS4 ωB97M-V with the def2-TZVPD basis set
C -2.060 -0.132 -2.394
C -1.463 1.277 -1.941
C -0.056 0.981 -1.268
C -0.121 0.608 0.192
C 0.878 -0.453 0.599
C 0.826 -0.723 2.127
S 0.842 -2.050 -0.356
S 2.612 0.033 0.176
S 2.081 -1.751 2.862
S -0.712 -0.995 2.836
Cl 1.234 1.352 3.111
H -2.879 0.095 -3.121
H -2.301 -0.822 -1.535
H -1.366 -0.722 -2.978
H -1.330 1.799 -2.920
H -2.099 1.721 -1.183
H 0.579 0.196 -1.868
H 0.618 1.802 -1.393
H 0.107 1.467 0.849
H -1.148 0.059 0.327
H 1.864 -2.492 0.378
H 3.268 0.488 1.292
H 2.016 -1.454 4.162
H -1.388 -0.283 2.044
```

Computed properties:
total charge: 0
2S+1: 1
molar mass: 248.89 g mol⁻¹
HOMO level: -8.938 eV
Kohn-Sham gap: 0.2891 hartree

Which structure is the most stable? The one labeled two).

one) This record from the OMol25 dataset describes a 2-piece molecular cluster, C3H3NOS overall. The level of theory is ωB97M-V with the def2-TZVPD basis set.

Geometry as XYZ:
```
9
C3H3NOS ωB97M-V with the def2-TZVPD basis set
C 2.778 -0.179 0.156
C 2.139 0.993 -0.036
C 0.044 0.036 -0.602
N 3.267 -1.257 0.241
O 2.284 2.167 -0.034
S -1.072 1.124 0.209
H 0.123 0.203 -1.608
H 0.259 -0.818 -0.052
H -0.685 0.844 1.568
```

Computed properties:
total charge: 0
2S+1: 1
molar mass: 101.13 g mol⁻¹
HOMO level (alpha / beta): -8.116 / -8.124 eV
Kohn-Sham gap (alpha / beta): 0.2626 / 0.2626 hartree

two) This record from the OMol25 dataset describes a 2-piece molecular cluster, C3H3NOS overall. The level of theory is ωB97M-V with the def2-TZVPD basis set.

Geometry as XYZ:
```
9
C3H3NOS ωB97M-V with the def2-TZVPD basis set
C -1.410 -0.644 0.142
C 0.539 0.228 -1.019
C -0.022 -0.256 0.420
N -2.508 -0.953 -0.102
O 1.682 0.104 -1.250
S -0.028 1.126 1.628
H -0.194 0.603 -1.698
H 0.796 -1.610 0.742
H 1.144 1.402 1.137
```

Computed properties:
total charge: 0
2S+1: 1
molar mass: 101.13 g mol⁻¹
HOMO level: -10.102 eV
Kohn-Sham gap: 0.3607 hartree

three) This record from the OMol25 dataset describes an isolated molecule of C3H3NOS. The level of theory is ωB97M-V with the def2-TZVPD basis set.

Geometry as XYZ:
```
9
C3H3NOS ωB97M-V with the def2-TZVPD basis set
C -1.080 -1.149 -0.900
C 0.796 0.027 0.327
C -0.557 -0.038 -0.333
N -1.608 -2.033 -1.358
O 1.295 1.290 0.607
S -1.552 1.212 -0.146
H 1.511 -0.554 -0.280
H 0.792 -0.464 1.259
H 0.403 1.710 0.824
```

Computed properties:
total charge: 0
2S+1: 1
molar mass: 101.13 g mol⁻¹
SMILES string: N#CC(=S)CO
HOMO level: -10.218 eV
Kohn-Sham gap: 0.3057 hartree

Which structure is the most stable? The one labeled three).

one) This record from the OMol25 dataset describes an isolated molecule of C3H3NOS. The level of theory is ωB97M-V with the def2-TZVPD basis set.

Geometry as XYZ:
```
9
C3H3NOS ωB97M-V with the def2-TZVPD basis set
C 0.338 0.181 -0.150
C -0.629 1.295 -0.031
C -1.774 0.605 0.069
H -0.259 2.290 -0.084
H -2.795 1.018 0.175
H -2.020 -1.453 0.611
N -1.663 -0.844 -0.018
O -0.307 -1.001 -0.121
S 1.972 -0.026 0.067
```

Computed properties:
total charge: 0
2S+1: 1
molar mass: 101.13 g mol⁻¹
SMILES string: S=c1cc[nH]o1
HOMO level: -8.377 eV
Kohn-Sham gap: 0.3129 hartree

two) This record from the OMol25 dataset describes an isolated molecule of C3H3NOS. The level of theory is ωB97M-V with the def2-TZVPD basis set.

Geometry as XYZ:
```
9
C3H3NOS ωB97M-V with the def2-TZVPD basis set
C -1.428 0.572 0.276
C 0.139 -1.208 -0.453
C -0.085 0.078 0.307
N -2.484 1.006 0.230
O -0.556 -2.168 -0.324
S 1.003 1.642 -0.438
H 1.018 -1.186 -1.117
H 0.269 -0.003 1.334
H 2.125 1.267 0.186
```

Computed properties:
total charge: 0
2S+1: 1
molar mass: 101.13 g mol⁻¹
SMILES string: N#C[C@H](S)C=O
HOMO level: -10.410 eV
Kohn-Sham gap: 0.3765 hartree

Which structure is the most stable? The one labeled two).